Record 1
# C3H7N2O

The ion C3H7N2O with charge +1 in a non-equilibrium geometry (ωB97M-V/def2-TZVPD, the Open Molecules 2025 dataset).

The calculation puts the orbital gap (alpha / beta) at 5.21 / 9.07 eV. As for the total energy: -302.65759 a.u. The spin multiplicity is 3. The lowest unoccupied orbital energy (alpha / beta) comes out at -3.37 / -6.73 eV. The total charge is +1.

Geometry as XYZ:
```
13
C3H7N2O ωB97M-V/def2-TZVPD
C -0.09 -0.64 0.84
C 1.14 0.20 0.92
C 0.74 -0.32 -0.39
N 0.24 0.37 -1.80
N -1.35 0.08 0.67
O 1.96 -0.64 0.12
H -0.06 -1.58 1.19
H 1.53 1.09 1.31
H 1.05 0.69 -2.32
H -0.10 -0.31 -2.47
H -1.44 0.92 1.32
H -2.25 -0.33 0.90
H -1.36 0.46 -0.28
```

Record 2
# C3H7N2O2

The ion C3H7N2O2 with charge +1 in a non-equilibrium geometry (ωB97M-V/def2-TZVPD, the Open Molecules 2025 dataset).

The calculation puts the orbital gap at 10.93 eV. As for the total energy: -378.22139 a.u. The SMILES is O[C@@H]1NC=[NH+][C@H]1O. The spin multiplicity is 1. The lowest unoccupied orbital energy comes out at -4.07 eV. The total charge is +1.

Geometry as XYZ:
```
14
C3H7N2O2 ωB97M-V/def2-TZVPD
O 1.66 -1.17 0.47
C 0.68 -0.59 -0.38
N 0.92 0.84 -0.59
C -0.04 1.57 -0.08
N -0.90 0.88 0.67
C -0.76 -0.56 0.43
O -1.71 -0.90 -0.51
H 2.56 -1.30 0.27
H 0.43 -1.01 -1.28
H 1.90 1.04 -0.73
H -0.25 2.66 -0.11
H -1.79 1.33 0.69
H -0.59 -1.09 1.27
H -2.12 -1.70 -0.12
```

Record 3
# C3H7N2O2

A cluster of 2 separate species, C3H7N2O2 in total in a non-equilibrium geometry (ωB97M-V/def2-TZVPD, the Open Molecules 2025 dataset).

The calculation puts the orbital gap (alpha / beta) at 5.80 / 7.79 eV. As for the total energy: -377.89181 a.u. The spin multiplicity is 1. The lowest unoccupied orbital energy (alpha / beta) comes out at -7.21 / -6.05 eV. The total charge is +1.

Geometry as XYZ:
```
14
C3H7N2O2 ωB97M-V/def2-TZVPD
C -1.51 -0.81 0.39
C 1.43 0.31 -0.14
C 1.80 1.68 -0.19
N 1.83 -0.82 0.13
N -2.55 -1.12 -0.31
O 3.06 -0.89 0.42
O 1.10 -1.92 0.10
H -1.73 -0.80 1.45
H 1.65 2.30 0.77
H 1.41 2.30 -1.07
H 2.93 1.60 -0.19
H 1.52 -2.68 -0.29
H -3.35 -1.52 0.04
H -2.46 -1.03 -1.32
```

Record 4
# C3H7N2O2P

The molecule C3H7N2O2P in a non-equilibrium geometry (ωB97M-V/def2-TZVPD, the Open Molecules 2025 dataset).

The calculation puts the orbital gap at 10.27 eV. As for the total energy: -719.86819 a.u. The SMILES is C=N[P@@](=O)(O)/N=C\C. The spin multiplicity is 1. The lowest unoccupied orbital energy comes out at 0.46 eV.

Geometry as XYZ:
```
15
C3H7N2O2P ωB97M-V/def2-TZVPD
C -0.32 1.05 -2.22
N -1.17 0.56 -1.45
P -1.19 -0.38 -0.01
O -1.77 0.35 1.11
O -2.13 -1.65 -0.26
N 0.29 -1.13 -0.01
C 1.35 -0.75 0.58
C 1.37 0.32 1.63
H 0.61 0.64 -2.28
H -0.58 1.93 -2.94
H -2.94 -1.29 -0.66
H 2.30 -1.19 0.48
H 0.30 0.66 1.88
H 1.71 -0.09 2.70
H 2.19 0.96 1.46
```